(1)
The molecule C24H32N2O5. Source: OMol25; level of theory: ωB97M-V/def2-TZVPD.

The calculation puts the energy above the lowest of the compared OMol25 structures with the same formula, charge and spin at 0.0 kcal/mol.

The geometry in ORCA input format:
```
! wB97M-V def2-TZVPD RIJCOSX def2/J DEFGRID3
* xyz 0 1
C 0.76824 -0.66210 3.07397
C 0.97488 0.10299 1.80376
C 1.42467 -0.50719 0.63195
O 1.56861 -1.86456 0.66120
C 2.52565 -2.46720 -0.19888
C 2.74962 -3.88942 0.31109
C 2.10312 -2.53872 -1.67344
O 2.92854 -2.43582 -2.56185
N 0.79971 -2.76746 -1.88323
C 0.24597 -2.82138 -3.21569
C -0.94988 -1.88274 -3.36178
C -2.18987 -2.43224 -2.65686
N -1.99587 -2.57344 -1.21896
C -2.88025 -3.58300 -0.65187
C -2.60386 -3.72338 0.84487
O -2.80083 -2.50371 1.51488
C -1.94778 -1.52004 0.97850
C -2.19692 -1.31405 -0.51463
C 1.67023 0.26330 -0.50738
C 1.44172 1.61884 -0.49874
C 0.95823 2.26409 0.64408
C 0.68065 3.67901 0.72695
C 0.17984 4.18540 1.87977
C -0.03465 3.34187 3.04973
O -0.46169 3.73495 4.10977
O 0.27039 2.01776 2.93809
C 0.73189 1.47900 1.78501
C -0.18625 5.62778 2.06240
C -0.34057 6.33766 0.72445
C 0.87906 6.03822 -0.13773
C 0.93425 4.54977 -0.47047
H 1.31099 -0.17703 3.88331
H -0.28423 -0.67255 3.35048
H 1.11795 -1.68325 2.95987
H 3.46890 -1.90471 -0.15901
H 1.81354 -4.44198 0.28641
H 3.47842 -4.39028 -0.31942
H 3.11587 -3.86427 1.33423
H 0.12521 -2.79517 -1.12665
H -0.06047 -3.84839 -3.44520
H 1.05017 -2.53864 -3.90034
H -1.18301 -1.76799 -4.42128
H -0.68760 -0.90037 -2.96681
H -3.05775 -1.78862 -2.87859
H -2.40200 -3.42428 -3.06470
H -2.68995 -4.53793 -1.14712
H -3.94057 -3.31340 -0.79512
H -3.29135 -4.44089 1.29550
H -1.56790 -4.06701 0.99267
H -2.14915 -0.59927 1.52753
H -0.90241 -1.81981 1.12966
H -1.49336 -0.56955 -0.89293
H -3.22437 -0.93803 -0.66389
H 2.04360 -0.20185 -1.40547
H 1.63283 2.18418 -1.39607
H 0.59400 6.11256 2.65745
H -1.10394 5.67968 2.65196
H -1.24071 5.98201 0.21866
H -0.44323 7.41187 0.88259
H 1.78060 6.32342 0.40816
H 0.84945 6.61654 -1.06284
H 0.18163 4.31288 -1.22971
H 1.91201 4.30795 -0.89229
*
```

---

(2)
A cluster of 4 separate species, C18H47BIN3O6S in total. Source: OMol25; level of theory: ωB97M-V/def2-TZVPD.

The geometry in ORCA input format:
```
! wB97M-V def2-TZVPD RIJCOSX def2/J DEFGRID3
* xyz 0 1
C 6.20171 -2.31818 2.44230
C 5.05478 -3.18442 1.92802
C 4.11281 -3.65489 3.04803
I 4.84195 -5.42617 4.01471
B 2.68708 -3.94934 2.46972
C 1.51855 -2.96396 2.77483
C 0.18464 -3.24829 2.08904
C -0.97599 -2.36463 2.54584
S -0.70575 -0.65356 2.18095
O 0.11524 -0.07186 3.20184
O -0.37720 -0.50230 0.80046
O -2.17598 -0.04411 2.32485
H 5.86250 -1.30264 2.65362
H 7.00840 -2.25414 1.71103
H 6.61967 -2.73224 3.36238
H 4.46742 -2.61766 1.19412
H 5.44376 -4.04980 1.38906
H 4.10004 -2.92058 3.85485
H 2.54393 -4.88747 1.74154
H 1.39646 -2.92039 3.86777
H 1.87861 -1.95498 2.52506
H 0.29418 -3.14952 1.00638
H -0.11524 -4.28199 2.27954
H -1.14893 -2.41250 3.62321
H -1.90092 -2.63730 2.03521
H -2.39099 0.04224 3.26101
C 1.87474 -1.12550 -4.88280
O 1.88704 -0.86975 -3.49517
C 1.96834 0.49613 -3.12523
C 0.61935 1.21804 -3.03415
C -0.01316 1.50859 -4.38890
N -0.34526 0.52829 -2.18133
H 2.53443 -0.43331 -5.41825
H 0.87344 -1.04727 -5.31385
H 2.23915 -2.14186 -5.02894
H 2.42877 0.50098 -2.13432
H 2.63864 1.02679 -3.81572
H 0.83982 2.17874 -2.55294
H -0.44701 0.60397 -4.81910
H -0.82234 2.23000 -4.27596
H 0.70560 1.91833 -5.09958
H 0.02674 0.42313 -1.24243
H -0.45565 -0.42059 -2.52792
C -0.01261 3.45537 -8.30720
O 0.14133 3.76537 -6.93823
C 0.25681 5.13963 -6.62161
C -1.08065 5.86406 -6.43675
C -1.83075 6.12003 -7.73841
N -1.97277 5.18771 -5.49703
H 0.56631 4.14085 -8.93587
H -1.05659 3.49013 -8.62798
H 0.36218 2.44292 -8.45393
H 0.79815 5.17304 -5.67272
H 0.86891 5.64863 -7.37872
H -0.83038 6.83598 -5.99650
H -2.28876 5.20344 -8.11238
H -2.63261 6.83726 -7.56873
H -1.16781 6.51201 -8.51188
H -1.54407 5.13341 -4.57936
H -2.10126 4.22672 -5.79971
C -3.97017 -1.95192 9.04941
O -4.51232 -2.27890 7.78441
C -4.49579 -1.24406 6.82227
C -3.21557 -1.19809 5.98246
C -1.99321 -0.67656 6.72746
N -2.88799 -2.49329 5.37846
H -4.21516 -0.92166 9.32792
H -2.88464 -2.07094 9.08126
H -4.41732 -2.62833 9.77584
H -5.33892 -1.44477 6.15659
H -4.66936 -0.27373 7.30526
H -3.43450 -0.50128 5.16152
H -1.61191 -1.42841 7.41951
H -1.19227 -0.44539 6.02450
H -2.22760 0.22472 7.29586
H -3.64819 -2.79176 4.77407
H -2.85394 -3.18623 6.12146
*
```

---

(3)
A structure of composition C3H2N2O2. Source: OMol25; level of theory: ωB97M-V/def2-TZVPD.

The calculation puts the energy above the lowest of the compared OMol25 structures with the same formula, charge and spin at 146.9 kcal/mol.

The geometry in ORCA input format:
```
! wB97M-V def2-TZVPD RIJCOSX def2/J DEFGRID3
* xyz 0 1
C -1.28079 -0.45546 0.08519
C 0.26358 0.82578 0.00457
C 0.36776 -0.60163 0.13258
H -1.87786 -0.67161 0.83382
H -1.80460 -0.78200 -0.83671
N 1.40809 1.41911 0.05783
N 1.55951 -0.97442 -0.15290
O -1.06271 1.02683 -0.13490
O 2.42701 0.21340 0.01052
*
```

---

(4)
A cluster of 2 separate species, C4H11NO in total. Source: OMol25; level of theory: ωB97M-V/def2-TZVPD.

The calculation puts the energy above the lowest of the compared OMol25 structures with the same formula, charge and spin at 32.5 kcal/mol.

The geometry in ORCA input format:
```
! wB97M-V def2-TZVPD RIJCOSX def2/J DEFGRID3
* xyz 0 1
C -1.75340 2.04863 0.61198
C -1.52347 0.75087 1.45361
N -2.50839 -0.25424 1.26363
O -0.40437 0.53758 1.82205
H -1.15460 2.87937 1.11217
H -2.72391 2.41342 0.32139
H -1.35142 1.73595 -0.33638
H -2.36077 -1.10478 1.74321
H -3.48985 0.01236 1.13369
C 2.19399 -1.69503 -0.66169
C 2.00669 -0.67698 -1.70245
H 1.57322 -1.51419 0.24855
H 2.18659 -2.75220 -0.99607
H 3.23209 -1.37970 -0.23872
H 2.75012 0.13131 -1.67289
H 1.23662 -0.07829 -1.45165
H 2.09086 -1.05407 -2.65043
*
```

---

| no. | gap between HOMO and LUMO (eV) |
| --- | --- |
| 1 | 8.6 |
| 2 | 9.0 |
| 3 | 10.7 |
| 4 | 10.9 |